Record 1
C3H6N2OS in the gas phase. Source: the Open Molecules 2025 dataset; level of theory: ωB97M-V with the def2-TZVPD basis set.

```
13
Properties=species:S:1:pos:R:3:nbo_charge:R:1
C 0.01280 -2.07047 -0.10918 -0.7200
C 0.03602 -1.28672 -1.42195 0.2521
S -0.19985 -1.83815 -2.94597 -0.0969
O -0.03796 0.00491 -1.22871 -0.3649
N 0.06548 0.39652 0.14485 -0.2577
C -0.10807 1.67968 0.27210 0.2579
N 0.01627 2.26839 1.50150 -0.8015
H -0.87360 -1.79771 0.52754 0.2512
H 0.80589 -1.76177 0.56653 0.2482
H 0.03086 -3.15431 -0.41415 0.2377
H -0.47324 2.45213 -0.54709 0.1915
H 0.67328 1.85818 2.27873 0.4150
H 0.05213 3.24932 1.37581 0.3874
```

**SMILES**: CC(=S)O/N=C/N
**LUMO energy**: 0.0210 hartree
**Highest occupied orbital energy**: -8.39 eV
**Kohn-Sham gap**: 8.9590 eV
**Total charge**: 0
**Spin multiplicity**: 1


Record 2
C3H6N2OS in the gas phase. Source: the Open Molecules 2025 dataset; level of theory: ωB97M-V with the def2-TZVPD basis set.

```
13
Properties=species:S:1:pos:R:3:nbo_charge:R:1
C -0.62868 1.12640 -0.08197 -0.6889
C 0.17264 -0.18967 -0.02518 0.0646
N -0.40836 -1.33995 -0.05639 -0.1373
N -1.73757 -1.41697 -0.13315 -0.5950
C 1.63167 -0.16799 -0.04251 0.1821
O 2.10977 1.10633 -0.03530 -0.6722
S 2.63570 -1.44008 -0.04859 -0.0696
H -1.33848 1.01364 -0.92780 0.2313
H 0.04516 1.96166 -0.16529 0.2521
H -1.18992 1.25367 0.89295 0.2168
H -2.10760 -2.27815 0.24048 0.3717
H -2.26312 -0.68086 0.37993 0.3407
H 3.07878 1.05197 0.00283 0.5037
```

**SMILES**: C/C(=N\N)C(O)=S
**LUMO energy**: -0.0058 hartree
**Highest occupied orbital energy**: -8.71 eV
**Kohn-Sham gap**: 8.5505 eV
**Total charge**: 0
**Spin multiplicity**: 1


Record 3
C3H6N2OS in the gas phase. Source: the Open Molecules 2025 dataset; level of theory: ωB97M-V with the def2-TZVPD basis set.

```
13
Properties=species:S:1:pos:R:3:nbo_charge:R:1
C -0.52173 1.17998 -0.39765 -0.6579
C 0.33410 -0.05098 -0.03339 -0.1762
C 1.12505 -0.07584 1.04872 -0.0933
N 1.96434 -1.13319 1.40702 -0.7903
S 1.47959 -2.56790 1.20497 2.1296
N 0.20403 -2.90376 0.36168 -1.0579
O 2.23541 -3.60915 1.76594 -0.8545
H -0.60769 1.07472 -1.48888 0.2204
H 0.05190 2.07791 -0.08280 0.2179
H -1.56645 1.31717 0.09863 0.2238
H 0.25946 -0.88845 -0.88255 0.2310
H 0.95667 0.70524 1.83627 0.2083
H -0.11210 -3.86202 0.46861 0.3990
```

**SMILES**: C/C=C/N=S(=N)=O
**LUMO energy**: 0.0066 hartree
**Highest occupied orbital energy**: -9.08 eV
**Kohn-Sham gap**: 9.2588 eV
**Total charge**: 0
**Spin multiplicity**: 1


Record 4
A molecular structure, C3H6N2OS. Source: the Open Molecules 2025 dataset; level of theory: ωB97M-V with the def2-TZVPD basis set.

```
13
Properties=species:S:1:pos:R:3:nbo_charge:R:1
C 0.57367 2.54094 -0.32355 -0.3807
C 0.72818 0.34438 0.51862 0.3593
C -0.19660 -0.30855 -0.65466 0.3842
H -0.77956 2.96800 -0.39605 0.2453
H 1.68221 3.88854 -0.39577 0.1231
H 1.05013 1.98948 -1.30835 0.2050
H 1.23370 -1.38977 0.96416 0.3810
H 1.52388 -0.27389 2.28852 0.4185
H -1.91451 -1.59385 -0.95512 0.1550
N 0.90323 1.61118 0.67496 -0.5092
N 0.92905 -0.63201 1.43957 -0.7882
O -0.68932 0.11684 -1.70117 -0.5201
S -1.04617 -1.80238 0.08549 -0.0730
```

**LUMO energy**: -0.0125 hartree
**Highest occupied orbital energy**: -8.96 eV
**Kohn-Sham gap**: 8.6159 eV
**Total charge**: 0
**Spin multiplicity**: 1


Record 5
C3H6N2OS2 in the gas phase. Source: the Open Molecules 2025 dataset; level of theory: ωB97M-V with the def2-TZVPD basis set.

```
14
Properties=species:S:1:pos:R:3:nbo_charge:R:1
H -1.79787 -1.82509 -3.37600 0.3267
N -2.55553 -2.19345 -2.78186 -0.6436
C -2.36163 -1.85682 -1.56025 0.2547
N -1.20950 -1.18343 -1.08875 -0.3706
O -1.23563 -0.81582 0.23443 -0.3781
C -0.03256 -1.16104 0.82291 -0.2133
S 1.41359 -0.08513 0.57825 0.2657
C 0.95177 1.52524 1.18675 -0.4848
S 1.75131 2.91820 0.93029 0.0666
H -3.04873 -2.18709 -0.78831 0.1769
H -0.98539 -0.35200 -1.62472 0.3715
H 0.33296 -2.09922 0.43727 0.2166
H -0.32014 -1.20645 1.89528 0.2105
H 0.07545 1.46133 1.84223 0.2011
```

**SMILES**: [H]/N=C\NOCSC=S
**LUMO energy**: -0.0208 hartree
**Highest occupied orbital energy**: -9.07 eV
**Kohn-Sham gap**: 8.5027 eV
**Total charge**: 0
**Spin multiplicity**: 1


Record 6
C3H6N2OS2 in the gas phase. Source: the Open Molecules 2025 dataset; level of theory: ωB97M-V with the def2-TZVPD basis set.

```
14
Properties=species:S:1:pos:R:3:nbo_charge:R:1
C -1.35541 0.51955 -0.70037 -0.2603
O -0.07506 0.67268 -0.21022 -0.5037
C 0.44082 -0.34849 0.45061 0.2417
C 1.73795 -0.22313 1.13786 -0.2700
N 0.50942 -0.37648 1.91843 -0.2617
N 0.04913 0.61065 2.76273 -0.4053
S -1.35544 1.25065 2.31759 0.1491
S 0.87817 0.87296 4.15492 0.1007
H -1.50268 1.51818 -0.86854 0.2026
H -2.06575 0.09899 0.14588 0.1883
H -1.44446 -0.12520 -1.63703 0.1723
H 0.09682 -1.24781 0.11458 0.1739
H 2.30126 -1.19039 1.16920 0.2278
H 2.24696 0.82157 1.02674 0.2445
```

**SMILES**: CO[C@H]1CN1[N+](=S)[S-]
**LUMO energy (spin up / spin down)**: -0.0519 / -0.0520 hartree
**Highest occupied orbital energy (spin up / spin down)**: -8.53 / -8.53 eV
**Kohn-Sham gap (spin up / spin down)**: 7.1133 / 7.1119 eV
**Total charge**: 0
**Spin multiplicity**: 1


Record 7
C3H6N2OS2 in the gas phase. Source: the Open Molecules 2025 dataset; level of theory: ωB97M-V with the def2-TZVPD basis set.

```
14
Properties=species:S:1:pos:R:3:nbo_charge:R:1
N -3.20528 -0.35024 -0.48233 -0.7891
C -2.10831 0.27597 -0.01197 0.6668
O -1.95814 1.52056 -0.11892 -0.6254
C -1.18519 -0.66514 0.75140 -0.6682
S 0.34375 -1.25708 -0.07862 0.3133
C 1.36032 0.19409 0.05756 -0.0672
N 0.70391 1.34180 0.35616 -0.8182
S 3.01096 0.09451 -0.22471 -0.1682
H -3.36556 -1.32032 -0.15688 0.4027
H -3.92582 0.12619 -1.04172 0.4213
H -1.65206 -1.53063 1.11996 0.2382
H -0.88468 -0.19453 1.68374 0.2630
H 1.26083 2.15487 0.22749 0.4028
H -0.33435 1.43052 0.07324 0.4282
```

**SMILES**: NC(=O)CSC(N)=S
**LUMO energy**: 0.0071 hartree
**Highest occupied orbital energy**: -8.24 eV
**Kohn-Sham gap**: 8.4368 eV
**Total charge**: 0
**Spin multiplicity**: 1


Record 8
C3H6N2OS2 in the gas phase. Source: the Open Molecules 2025 dataset; level of theory: ωB97M-V with the def2-TZVPD basis set.

```
14
Properties=species:S:1:pos:R:3:nbo_charge:R:1
C 2.96222 -1.21852 2.18503 -0.2308
C 0.13433 -0.19213 0.49544 0.4962
C -1.03470 0.19405 -1.62498 -0.2179
N 1.70581 -0.46499 2.36644 -0.4964
N 1.00285 0.28729 1.39027 -0.3139
O -0.24448 0.60766 -0.52295 -0.4557
S 4.07615 -0.85034 3.35613 -0.1992
S 3.19888 -2.06298 0.78399 -0.2284
H 0.02456 -1.24544 0.73741 0.2426
H -1.75685 -0.50496 -1.10130 0.1848
H -0.40178 -0.37317 -2.23987 0.2040
H -1.46494 0.98331 -2.07331 0.2080
H 1.76264 0.09591 3.16634 0.3884
H 1.42264 1.19337 1.40456 0.4183
```

**LUMO energy**: -0.0361 hartree
**Highest occupied orbital energy**: -7.12 eV
**Kohn-Sham gap**: 6.1398 eV
**Total charge**: 0
**Spin multiplicity**: 1